a.
A single C3H4N2O2 molecule. Source: the Open Molecules 2025 dataset; level of theory: wB97M-V/def2-TZVPD.

The geometry in XYZ format:
```
11
C3H4N2O2 (wB97M-V/def2-TZVPD)
C -2.37900 -0.49109 0.23326
C -0.42394 1.22660 0.05606
C 1.28404 -0.06602 -0.03773
H -2.92439 -1.20141 -0.47907
H -2.66472 -0.89653 1.22261
H -2.91240 0.68400 0.18689
H -1.12133 1.99380 -0.29219
N -0.98737 -0.09328 -0.19511
N 0.89209 1.23526 -0.00683
O 2.24561 -0.67470 0.28212
O 0.17979 -0.89914 -0.37389
```

2S+1: 1
E_HOMO: -9.60 eV



b.
C3H4N2O2 as an isolated structure. Source: the Open Molecules 2025 dataset; level of theory: wB97M-V/def2-TZVPD.

The geometry in XYZ format:
```
11
C3H4N2O2 (wB97M-V/def2-TZVPD)
C 0.57853 -1.21753 -0.93846
N -0.00471 -0.22866 -0.13626
N -1.05440 0.44540 -0.52019
C -1.12546 1.68795 0.12061
O -0.27874 2.15819 0.85442
C 0.65213 -0.54003 1.10629
O 0.92329 0.01115 2.10805
H 0.21124 -2.24564 -0.83983
H 0.84216 -0.86862 -1.94042
H 1.32541 -1.40866 0.29834
H -2.06944 2.20644 -0.11255
```

2S+1: 1
E_HOMO (alpha / beta): -8.99 / -9.11 eV



a ends up most stable, edging out the next structure by 0.0811 hartree.



a.
A 22-piece molecular cluster, H44O22 overall. Source: the Open Molecules 2025 dataset; level of theory: wB97M-V/def2-TZVPD.

The geometry in XYZ format:
```
66
H44O22 (wB97M-V/def2-TZVPD)
O 1.28855 0.61070 3.28454
H 1.04664 0.56476 4.20953
H 0.45700 0.54276 2.81535
O -1.48898 -0.09985 -3.62292
H -1.81768 0.55921 -3.01151
H -2.19618 -0.74174 -3.68689
O 4.09781 -0.62020 -1.55169
H 4.79386 0.00860 -1.36100
H 3.59640 -0.21577 -2.25969
O -2.59006 0.30887 0.93430
H -3.49865 0.60316 0.87025
H -2.11597 1.06656 1.27691
O 1.18877 0.66010 -3.64102
H 0.32564 0.29236 -3.45125
H 1.33730 0.45926 -4.56506
O -2.88143 -1.89872 4.35742
H -2.54483 -2.41168 5.09212
H -2.62080 -2.39300 3.58025
O -2.70927 -3.74115 2.24906
H -2.94610 -3.39078 1.39036
H -3.47673 -4.24313 2.52341
O 3.95714 1.32141 3.55847
H 3.05405 1.18775 3.27074
H 4.48966 0.91904 2.87235
O 4.81534 1.86124 -2.50299
H 3.99512 2.26206 -2.21521
H 4.89742 2.11596 -3.42203
O -4.47371 0.16331 -1.43890
H -3.93312 0.91939 -1.66767
H -4.99823 0.45959 -0.69503
O 5.77560 -2.75480 -1.09761
H 5.30925 -3.39981 -0.56591
H 5.26358 -1.95146 -1.00421
O -1.38642 2.05473 2.44802
H -1.38926 2.34990 3.35857
H -1.32057 2.86007 1.93487
O -1.47756 4.24607 0.71741
H -0.80292 4.91091 0.85552
H -1.12669 3.68880 0.02274
O 1.75896 -2.36548 -0.16170
H 2.11484 -2.96752 0.49187
H 2.52779 -1.93358 -0.53397
O 3.54737 -2.68390 1.86768
H 4.29304 -2.08813 1.94019
H 2.79543 -2.16256 2.14880
O -4.14716 -2.53800 0.11663
H -3.69670 -1.87172 -0.40239
H -4.77125 -2.04554 0.64976
O -4.94692 -0.97686 2.38363
H -4.06187 -1.17785 2.68780
H -5.52162 -1.37696 3.03622
O -0.25896 2.51509 -0.83506
H 0.47900 2.98106 -1.22815
H 0.09039 1.65026 -0.62001
O -2.79137 2.17438 -1.96983
H -2.71689 2.81827 -2.67417
H -1.94159 2.20040 -1.53003
O 0.82821 -2.69636 -3.06188
H 1.04960 -3.02589 -2.19090
H 1.04680 -1.76503 -3.02883
O -0.01344 -0.04911 -0.05217
H -0.77266 -0.44740 0.37349
H 0.60724 -0.76989 -0.15919
O 2.32689 2.94579 -2.06495
H 1.91097 2.62682 -2.86588
H 2.36993 3.89524 -2.17859
```

2S+1: 1
E_HOMO: -10.83 eV



b.
A 22-piece molecular cluster, H44O22 overall. Source: the Open Molecules 2025 dataset; level of theory: wB97M-V/def2-TZVPD.

The geometry in XYZ format:
```
66
H44O22 (wB97M-V/def2-TZVPD)
O 0.23670 -3.09007 -2.23952
H -0.26513 -3.13836 -1.42585
H 1.02635 -3.60222 -2.06521
O -2.14428 3.50412 -0.43377
H -1.56904 4.14867 -0.84595
H -2.68226 4.01476 0.17125
O -1.84437 -5.65872 -3.03937
H -2.78997 -5.80184 -2.99945
H -1.68867 -4.91864 -2.45263
O 3.54452 -4.10113 -0.75184
H 3.39513 -4.11638 -1.69719
H 4.05837 -3.30742 -0.60284
O -2.03861 2.67314 3.69516
H -2.19552 1.74953 3.89154
H -2.85614 2.97686 3.30067
O 1.54124 -1.32258 4.18180
H 1.64091 -1.44664 3.23793
H 1.47144 -0.37444 4.29318
O -3.63620 -1.73141 -3.21832
H -4.34607 -1.52969 -3.82793
H -3.54555 -0.94132 -2.68562
O -0.06307 -5.33140 2.81816
H -0.00431 -6.16908 3.27759
H -0.21650 -4.68831 3.51033
O 1.98937 5.15359 0.01760
H 1.20566 4.70467 -0.29944
H 2.66248 4.94850 -0.63132
O 0.65182 2.16020 2.40798
H 0.39089 1.66410 1.63207
H -0.17215 2.36610 2.84948
O 0.74224 -1.67673 -5.36910
H 0.38310 -1.74954 -4.48481
H 1.65121 -1.96425 -5.28339
O 3.40925 2.43333 2.62981
H 2.45775 2.52465 2.68030
H 3.59979 1.63282 3.11879
O -0.29572 1.85528 -2.05638
H -1.16400 2.25739 -2.03105
H -0.23216 1.47649 -2.93314
O -1.85663 -0.03048 2.80540
H -1.48376 0.13871 1.94019
H -1.48780 -0.87484 3.06473
O 0.38898 -3.16162 0.84175
H 0.14213 -3.80735 1.50382
H 1.17288 -3.52653 0.43116
O 2.88031 1.21016 -4.17470
H 3.34791 0.41659 -4.43515
H 2.69577 1.08537 -3.24379
O -3.63565 0.66949 -1.58766
H -4.47376 1.00975 -1.90072
H -3.20146 1.42619 -1.19380
O 1.64436 1.40571 5.22939
H 1.50709 1.85583 6.06293
H 1.42604 2.05923 4.56494
O -4.64744 -0.15209 3.43251
H -3.78523 -0.17291 3.01729
H -4.49515 -0.48081 4.31850
O 2.09652 1.45721 -0.96681
H 2.81992 1.90947 -0.53278
H 1.47042 2.15062 -1.17512
O 1.41816 3.32125 -5.02251
H 1.38936 4.27799 -5.01588
H 1.88752 3.08971 -4.22107
O 0.20840 -0.13433 0.32850
H 0.17292 0.32930 -0.50818
H 0.08971 -1.05564 0.09756
```

2S+1: 1
E_HOMO: -10.73 eV



a ends up most stable, edging out the next structure by 0.0637 hartree.



a.
A 2-piece molecular cluster, CH4N2O2S overall. Source: the Open Molecules 2025 dataset; level of theory: wB97M-V/def2-TZVPD.

The geometry in XYZ format:
```
10
CH4N2O2S (wB97M-V/def2-TZVPD)
C 0.43981 -0.14252 -0.30784
N -4.10537 -0.47852 0.04542
N -3.39814 -1.29292 -0.17404
O -4.82247 0.42917 0.19981
O -1.60097 1.82760 -0.14027
S -0.12142 1.59937 -0.06914
H -0.10697 -0.94056 0.15238
H 0.53843 -0.23003 -1.40843
H 1.58722 -0.16419 -0.02740
H 0.28227 1.59297 1.39093
```

2S+1: 1
E_HOMO: -9.48 eV



b.
A single CH4N2O2S molecule. Source: the Open Molecules 2025 dataset; level of theory: wB97M-V/def2-TZVPD.

The geometry in XYZ format:
```
10
CH4N2O2S (wB97M-V/def2-TZVPD)
C 0.51806 -0.40253 -0.15258
H 2.04358 1.18103 0.23725
H -0.39332 1.23483 0.67299
H -0.82471 -1.95015 0.38108
H -2.32494 -0.33061 -0.65652
N 0.33006 0.93230 -0.33239
N -0.75168 -1.07501 -0.16647
O 1.35987 1.79463 -0.01663
O -1.77337 -0.12631 0.08356
S 1.81644 -1.25819 -0.05029
```

2S+1: 1
E_HOMO: -9.34 eV



c.
A single CH4N2O2S molecule. Source: the Open Molecules 2025 dataset; level of theory: wB97M-V/def2-TZVPD.

The geometry in XYZ format:
```
10
CH4N2O2S (wB97M-V/def2-TZVPD)
C 0.00088 0.65612 0.94442
N -0.73557 1.74316 1.10428
N -0.48948 -0.38789 0.12297
O 0.00880 -2.75504 -0.66057
O 1.52460 -0.70163 -1.57367
S 0.65339 -1.65040 -0.04130
H 2.37488 -0.96332 -1.46143
H -0.30433 2.58123 1.35769
H -1.71096 1.88740 0.79477
H -1.32221 -0.40963 -0.58716
```

2S+1: 1
E_HOMO: -9.07 eV



d.
A single CH4N2O2S molecule. Source: the Open Molecules 2025 dataset; level of theory: wB97M-V/def2-TZVPD.

The geometry in XYZ format:
```
10
CH4N2O2S (wB97M-V/def2-TZVPD)
C -0.14727 -0.66669 0.21494
H 2.22613 -1.82317 -0.66728
H 0.20276 -2.55830 0.33050
H 1.23843 1.02330 0.65629
H -1.47789 2.14888 0.91602
N 0.69358 -1.57855 0.11537
N 0.29593 0.64186 -0.01732
O 2.05224 -1.45814 0.25830
O -1.31862 -0.88847 0.09446
S -0.88134 1.90870 -0.37710
```

2S+1: 1
E_HOMO: -9.36 eV



c ends up most stable, edging out the next structure by 0.0118 hartree.



a.
An isolated ion of composition C5H10N and charge +1. Source: the Open Molecules 2025 dataset; level of theory: wB97M-V/def2-TZVPD.

The geometry in XYZ format:
```
16
C5H10N (wB97M-V/def2-TZVPD)
C 0.35988 -0.19909 -0.08484
C -0.79495 -0.71287 0.76298
C 1.72571 -0.27922 0.03303
C 2.59835 0.20298 -1.02358
C -2.51556 1.00226 0.32529
N -2.23521 -0.18325 0.64250
H -3.06972 -0.78506 0.69417
H 0.14110 0.07337 -1.08990
H -0.80344 -1.70570 0.45427
H -0.69331 -0.62094 1.77367
H 2.08581 0.61054 -1.86829
H 3.30154 -0.63791 -1.23824
H 3.10713 1.09832 -0.42285
H 2.12986 -0.83991 0.90176
H -1.73602 1.66843 -0.07586
H -3.60117 1.30804 0.21589
```

2S+1: 1
Charge: +1
E_HOMO: -13.13 eV



b.
An isolated ion of composition C5H10N and charge +1. Source: the Open Molecules 2025 dataset; level of theory: wB97M-V/def2-TZVPD.

The geometry in XYZ format:
```
16
C5H10N (wB97M-V/def2-TZVPD)
C -0.29050 0.22445 1.07124
C -0.00507 -1.17319 0.37048
C 0.72581 1.11456 0.43349
C -0.86141 -1.31773 -0.87696
C 0.50061 2.17921 -0.52592
N 0.99086 -1.80127 0.77875
H -1.29431 0.53135 0.90553
H 0.12901 0.00112 2.02860
H -1.79892 -0.82128 -0.75463
H -0.80154 -2.33457 -1.23586
H -0.11819 -0.68146 -1.53875
H -0.42197 2.42654 -1.19355
H 1.33585 2.22858 -1.25287
H 0.45614 2.95104 0.24459
H 1.82636 0.87555 0.59434
H 1.29065 -2.68239 0.37531
```

2S+1: 1
Charge: +1
E_HOMO: -14.43 eV



c.
A 2-piece molecular cluster, C5H10N overall. Source: the Open Molecules 2025 dataset; level of theory: wB97M-V/def2-TZVPD.

The geometry in XYZ format:
```
16
C5H10N (wB97M-V/def2-TZVPD)
C -1.31740 -1.50344 -0.20671
C -0.40264 -0.62934 -0.07087
C -1.60552 -0.08263 0.54148
C -2.44789 0.94695 -0.13327
C 1.89382 0.11694 -0.70566
N 2.72369 -0.10095 0.48351
H -1.75850 -2.42312 -0.50066
H -1.68869 -0.11292 1.62565
H -2.50690 0.76860 -1.20463
H -2.02630 1.94085 0.02569
H -3.45364 0.95332 0.28692
H 1.71522 1.14846 -0.95133
H 2.08812 -0.55428 -1.52188
H 2.39970 0.49860 1.25339
H 3.71838 0.11892 0.30267
H 2.66855 -1.08597 0.77572
```

2S+1: 1
Charge: +1
E_HOMO (alpha / beta): -12.54 / -12.96 eV



a ends up most stable, edging out the next structure by 0.0313 hartree.



a.
An isolated ion of composition C2H4N3O and charge +1. Source: the Open Molecules 2025 dataset; level of theory: wB97M-V/def2-TZVPD.

The geometry in XYZ format:
```
10
C2H4N3O (wB97M-V/def2-TZVPD)
C 0.65909 -1.02401 -0.00657
C -1.29113 0.54670 0.02786
N 1.94376 -0.75759 0.02803
N 2.18819 0.43167 0.00966
N 0.07262 0.23213 0.01036
O 1.01044 1.10295 0.03842
H 0.37737 -2.03073 -0.02805
H -1.72423 -0.45518 -0.12679
H -1.78573 0.85399 0.99715
H -1.45039 1.10005 -0.95006
```

2S+1: 1
Charge: +1
E_HOMO: -17.42 eV



b.
A 2-piece molecular cluster, C2H4N3O overall. Source: the Open Molecules 2025 dataset; level of theory: wB97M-V/def2-TZVPD.

The geometry in XYZ format:
```
10
C2H4N3O (wB97M-V/def2-TZVPD)
C -0.10347 1.95629 -0.21137
C 0.90830 -0.98871 0.11229
N -0.38260 1.65773 0.86437
N -1.53824 -0.58040 0.03633
N -0.40278 -0.54119 0.03646
O -2.63101 -0.47329 -0.09806
H 0.44910 2.15575 -1.06043
H 0.96355 -1.86241 0.66921
H 1.09606 -0.94014 -0.95308
H 1.64109 -0.38362 0.60429
```

2S+1: 1
Charge: +1
E_HOMO: -16.83 eV



c.
A 2-piece molecular cluster, C2H4N3O overall. Source: the Open Molecules 2025 dataset; level of theory: wB97M-V/def2-TZVPD.

The geometry in XYZ format:
```
10
C2H4N3O (wB97M-V/def2-TZVPD)
C 1.66178 -0.89723 0.33729
C 1.16953 0.36817 -0.00627
N -2.85026 1.52264 -0.06509
N -2.25468 0.60776 -0.25516
N -1.43472 -0.25880 -0.22796
O 2.12918 -1.89797 0.58151
H 1.99031 0.72902 -0.61007
H 0.19788 0.32272 -0.47969
H 1.02817 0.77533 1.08898
H -1.63718 -1.27164 -0.36354
```

2S+1: 1
Charge: +1
E_HOMO: -14.60 eV



c ends up most stable, edging out the next structure by 0.0399 hartree.